[1]
C19H23N3O5 | ωB97M-V/def2-TZVPD

Element x y z (Å)
O 0.00 -0.86 1.38
O 2.67 2.58 0.01
O -6.53 1.31 1.04
O -1.26 2.60 -1.36
O -7.45 -0.80 0.88
N -1.54 0.50 -0.59
N 1.05 1.08 0.66
N 2.25 -0.74 0.95
C -2.50 0.08 -1.59
C -5.62 -1.79 -0.47
C 4.33 0.49 1.46
C -1.03 1.73 -0.55
C -7.63 0.50 1.40
C 1.00 -0.26 1.04
C 5.85 -1.03 0.18
C -4.40 -1.48 -1.05
C -5.69 0.50 0.31
C 3.77 -0.14 -0.93
C 4.73 -1.33 -0.81
C 3.20 0.23 0.46
C -3.84 -0.22 -0.97
C -6.25 -0.78 0.22
C -0.09 1.97 0.66
C 5.29 -0.69 1.55
C 2.66 -0.43 -1.93
C -4.49 0.80 -0.27
C 2.32 1.47 0.33
H 2.48 -1.70 1.15
H -0.66 1.83 1.58
H 3.90 0.71 2.44
H -1.34 -0.16 0.17
H 0.29 2.99 0.60
H 4.77 -1.56 1.96
H 5.15 -1.55 -1.79
H -7.71 0.45 2.50
H 6.44 -0.19 -0.19
H -4.07 1.79 -0.21
H 6.10 -0.44 2.24
H 2.03 -1.26 -1.60
H 2.02 0.45 -2.06
H 4.34 0.73 -1.27
H 4.18 -2.22 -0.48
H 3.08 -0.69 -2.90
H -8.55 0.94 0.99
H -3.87 -2.26 -1.59
H 4.87 1.38 1.13
H -2.12 -0.80 -2.12
H -2.58 0.92 -2.30
H -6.06 -2.77 -0.54
H 6.52 -1.89 0.25

2S+1: 1
SMILES string: C[C@@H]1CCCC[C@]12NC(=O)N(CC(=O)NCc1ccc3c(c1)OCO3)C2=O
HOMO level: -8.1 eV
ΔE to the lowest compared entry with this formula, charge and spin: 0.984 eV
DFT total energy: -34786.314 eV

=====

[2]
C19H23N5O2 | ωB97M-V/def2-TZVPD

Element x y z (Å)
O -2.32 0.96 2.16
O -1.26 -3.42 -0.57
N 0.02 -1.70 0.09
N -3.42 1.49 0.21
N 2.73 -1.16 0.80
N -0.52 2.10 -1.75
N -3.64 0.83 -1.00
C -2.25 -1.92 1.01
C 3.97 -0.19 -1.07
C -3.38 -0.49 -0.81
C 4.84 0.77 -1.55
C -1.70 3.26 0.23
C -1.12 -2.43 0.13
C 5.30 1.78 -0.73
C 4.03 0.84 1.09
C -2.79 0.61 1.08
C 1.10 -2.10 -0.80
C 4.89 1.81 0.60
C -1.03 2.63 -0.87
C 0.35 -0.53 0.87
C -2.83 -0.67 0.43
C -3.20 2.91 0.23
C 3.54 -0.18 0.26
C 2.37 -2.33 0.03
C -3.66 -1.48 -1.88
C 1.64 -0.80 1.68
H -1.26 2.87 1.16
H 5.15 0.74 -2.58
H 1.88 0.10 2.25
H -0.45 -0.26 1.55
H 5.25 2.58 1.26
H -3.65 3.31 1.14
H -3.00 -2.71 1.04
H 1.46 -1.62 2.38
H -1.55 4.34 0.19
H 3.63 -0.95 -1.75
H -4.40 1.16 -1.58
H 3.20 -2.63 -0.61
H -1.92 -1.72 2.03
H 1.26 -1.30 -1.53
H -3.09 -2.39 -1.71
H 5.97 2.54 -1.11
H 0.79 -3.01 -1.31
H 3.76 0.87 2.13
H 2.17 -3.15 0.74
H -3.70 3.35 -0.64
H 0.52 0.31 0.19
H -4.72 -1.73 -1.90
H -3.39 -1.07 -2.85

2S+1: 1
SMILES string: Cc1[nH]n(CCC#N)c(=O)c1CC(=O)N1CCN(c2ccccc2)CC1
HOMO level: -7.5 eV
ΔE to the lowest compared entry with this formula, charge and spin: 2.481 eV
DFT total energy: -31621.810 eV

=====

[3]
C19H23N5O2S | ωB97M-V/def2-TZVPD

Element x y z (Å)
S 0.79 -2.35 -1.38
O -1.30 -0.74 -1.74
O -2.28 2.06 -2.01
N -2.33 -0.78 0.21
N -1.04 -3.49 1.82
N -1.31 2.45 0.13
N 0.27 4.18 0.34
N -1.27 -1.63 0.30
C 0.15 4.99 -3.74
C -0.62 -1.60 -0.94
C -0.15 -4.33 2.64
C -1.73 -6.30 2.15
C 0.20 4.42 -0.97
C 0.94 5.74 -2.89
C -0.72 -2.07 1.58
C -2.58 -5.33 1.34
C -0.28 -5.80 2.25
C 1.09 2.01 2.44
C -2.47 -3.93 1.91
C -1.45 2.75 -1.17
C -0.65 3.99 -3.22
C -0.20 2.83 2.26
C 0.95 5.49 -1.52
C -3.08 1.00 -1.40
C -0.42 3.15 0.82
C -2.24 -0.18 -0.96
C -0.64 3.69 -1.82
H -2.78 -3.86 2.97
H -1.17 -1.46 2.32
H -3.67 1.43 -0.57
H -0.07 3.78 2.82
H 1.34 1.89 3.49
H 1.53 6.55 -3.32
H 0.28 -5.95 1.32
H -2.16 -6.41 3.15
H -3.58 -5.68 1.41
H -3.10 -3.26 1.32
H 0.88 -3.99 2.54
H -1.09 2.31 2.66
H 1.50 6.11 -0.83
H -3.79 0.66 -2.13
H 0.12 5.27 -4.83
H 0.36 -1.88 1.60
H 1.93 2.54 1.98
H -2.23 -5.39 0.31
H 0.25 -6.37 3.01
H -0.44 -4.13 3.70
H -1.29 3.44 -3.87
H -1.72 -7.28 1.65
H 0.97 1.03 1.96

2S+1: 1
SMILES string: CCc1nc(OCc2nn(CN3CCCCC3)c(=S)o2)c2ccccc2n1
HOMO level: -8.3 eV
ΔE to the lowest compared entry with this formula, charge and spin: 2.281 eV
DFT total energy: -42456.142 eV

=====

[4]
C19H23N6O2S3Ti | ωB97M-V/def2-TZVPD

Element x y z (Å)
Ti -0.20 -0.32 0.82
S -1.59 3.32 -1.32
S 1.06 -0.99 -3.99
S 1.59 0.52 -1.45
O -1.31 -1.42 1.74
O 1.48 0.00 1.43
N -1.29 -3.53 -2.03
N 0.58 1.78 2.53
N -0.51 0.93 2.35
N 0.04 1.28 -3.49
N -0.11 -1.98 -0.53
N -1.41 0.80 -0.18
C -3.40 -2.24 2.52
C -2.59 0.08 3.01
C -2.42 -1.12 2.41
C -0.67 0.90 -4.70
C 0.85 0.39 -2.94
C 5.29 1.72 1.55
C -2.68 -3.90 -1.75
C 1.61 1.21 2.00
C -0.66 -2.72 -1.23
C 5.44 3.02 2.03
C -1.57 1.08 3.09
C 0.22 -0.14 -5.37
C 2.94 1.84 2.02
C 3.09 3.15 2.49
C -1.67 2.22 4.04
C 4.34 3.73 2.49
C -1.48 1.89 -0.66
C 4.04 1.13 1.55
C -0.54 -4.32 -3.02
H 0.98 0.32 -6.00
H 2.22 3.69 2.84
H -1.51 3.16 3.51
H -1.64 0.47 -4.44
H -0.82 1.76 -5.34
H -0.25 2.08 -2.94
H 6.42 3.48 2.03
H -3.67 -2.59 1.52
H 4.47 4.74 2.86
H 3.90 0.13 1.17
H -2.64 2.23 4.53
H -3.22 -3.93 -2.69
H -2.73 -4.88 -1.27
H -0.54 -5.37 -2.72
H -1.02 -4.22 -3.99
H -2.94 -3.08 3.05
H -4.29 -1.93 3.05
H -0.34 -0.86 -5.96
H -3.50 0.25 3.58
H -0.88 2.15 4.79
H 6.15 1.17 1.19
H 0.48 -3.96 -3.07
H -3.12 -3.15 -1.10

charge: +1
2S+1: 1
HOMO level: -11.0 eV
ΔE to the lowest compared entry with this formula, charge and spin: 0.759 eV
DFT total energy: -88730.419 eV

=====

[5]
C19H23N7O5 | ωB97M-V/def2-TZVPD

Element x y z (Å)
O 0.64 0.38 1.84
O -1.38 1.46 -0.87
O 2.45 0.17 -0.69
O 1.03 2.81 0.87
O -3.16 2.96 1.02
N -0.21 -2.57 -0.30
N -1.76 -0.70 -0.08
N -2.50 -2.83 -0.17
N 0.92 -1.89 -0.10
N -5.53 -3.39 -0.03
N -5.74 -1.11 0.26
N -3.91 0.40 0.25
C 3.48 -0.48 -0.10
C 4.35 -2.55 0.79
C -4.96 -2.18 0.07
C 2.03 -2.52 0.04
C 5.57 -1.95 1.04
C 5.74 -0.61 0.74
C -3.57 -1.98 -0.03
C 1.71 1.36 -2.64
C -1.46 -2.04 -0.20
C -5.19 0.08 0.34
C 3.29 -1.84 0.24
C 4.71 0.12 0.17
C -0.33 2.48 1.03
C -3.12 -0.65 0.06
C -1.10 2.73 -0.27
C -0.84 0.41 -0.12
C -2.42 3.49 -0.03
C 2.71 1.32 -1.49
C -0.50 0.96 1.28
H 1.77 0.44 -3.22
H -2.99 3.48 -0.97
H -0.77 3.06 1.85
H 3.73 1.26 -1.90
H 2.61 2.22 -0.87
H -4.94 -4.20 -0.06
H -1.34 0.79 1.97
H 1.95 2.20 -3.29
H 4.20 -3.59 1.03
H 1.22 0.08 1.13
H 0.70 1.48 -2.27
H -0.47 3.30 -0.97
H 1.51 2.30 1.54
H -5.87 0.91 0.50
H -3.45 2.06 0.76
H -6.51 -3.48 0.15
H 0.08 0.04 -0.59
H 2.06 -3.61 0.03
H -2.18 4.52 0.23
H 4.86 1.16 -0.05
H -0.19 -3.59 -0.31
H 6.38 -2.52 1.47
H 6.68 -0.13 0.94

2S+1: 1
SMILES string: CCOc1ccccc1/C=N/Nc1nc2c(N)ncnc2n1[C@H]1O[C@@H](CO)[C@H](O)[C@@H]1O
HOMO level: -7.7 eV
DFT total energy: -40744.399 eV

=====

[6]
C19H23NO2 | ωB97M-V/def2-TZVPD

Element x y z (Å)
O 1.87 2.86 -1.53
O -4.52 -1.44 -1.06
N 2.71 1.54 0.09
C 1.00 -2.23 0.14
C 3.76 -2.03 0.06
C 3.62 -0.08 -1.53
C -2.05 0.89 1.35
C 3.16 -2.98 0.86
C -1.10 1.67 2.20
C 2.99 -1.16 -0.71
C 0.32 1.61 1.62
C 1.78 -3.09 0.90
C 1.60 -1.28 -0.66
C -2.89 1.50 0.43
C -3.73 0.77 -0.39
C -5.38 -0.86 -2.01
C 3.89 1.16 -0.65
C -2.08 -0.50 1.43
C 1.72 2.28 -0.47
C -2.91 -1.25 0.62
C 0.41 2.36 0.30
C -3.75 -0.62 -0.30
H -1.09 1.26 3.21
H 0.57 0.55 1.48
H -4.37 1.29 -1.09
H -2.89 2.58 0.36
H 4.84 -1.95 0.02
H 1.31 -3.83 1.53
H 2.49 0.97 0.89
H 1.02 2.04 2.34
H -2.94 -2.32 0.68
H 4.57 -0.42 -1.96
H -5.89 -1.70 -2.49
H 0.20 3.42 0.46
H -1.45 -1.01 2.15
H 4.69 0.96 0.06
H 0.99 -0.61 -1.26
H -6.12 -0.21 -1.54
H 2.96 0.22 -2.34
H -4.83 -0.30 -2.77
H 3.77 -3.65 1.45
H -0.36 1.98 -0.38
H -1.42 2.72 2.26
H 4.17 2.01 -1.29
H -0.08 -2.30 0.17

2S+1: 1
SMILES string: COc1ccc(CCCC(=O)NCCc2ccccc2)cc1
HOMO level: -8.4 eV
ΔE to the lowest compared entry with this formula, charge and spin: 0.678 eV
DFT total energy: -25662.069 eV